(1)
{
  "formula": "C10H21Cu6N3O6",
  "method": "ωB97M-V with the def2-TZVPD basis set",
  "elements": ["Cu", "Cu", "Cu", "Cu", "Cu", "Cu", "C", "O", "O", "O", "C", "O", "N", "C", "C", "H", "H", "H", "H", "H", "H", "H", "C", "O", "N", "C", "C", "H", "H", "H", "H", "H", "H", "H", "C", "O", "N", "C", "C", "H", "H", "H", "H", "H", "H", "H"],
  "positions_angstrom": [[-5.075350, 1.120020, -1.086238], [-3.860049, -1.090467, -2.635875], [-1.978708, -3.848056, -1.331904], [-3.775746, -2.135430, 1.999265], [-2.819201, 0.862227, 1.816770], [-0.314742, -0.660368, -2.921815], [-2.340789, -0.856045, -0.458842], [-3.020944, 0.217936, -0.541740], [-1.976192, -1.465585, -1.557591], [-2.076552, -1.382112, 0.693338], [0.298234, 0.771140, 1.581341], [-0.673618, 1.462063, 1.987485], [1.550634, 1.180582, 1.610465], [2.590370, 0.337670, 1.056029], [1.918874, 2.438885, 2.314115], [0.110729, -0.195035, 1.098987], [3.197197, 0.884860, 0.329320], [2.144209, -0.476790, 0.489798], [3.331283, 0.082879, 1.814558], [2.352086, 2.064700, 3.239523], [2.662392, 2.977736, 1.728546], [1.048160, 3.085461, 2.352824], [1.041716, -2.714440, 0.691107], [2.020571, -2.270062, 0.127526], [0.930013, -3.979921, 1.191768], [-0.299456, -4.508732, 1.787290], [2.002709, -4.972859, 1.013966], [0.151092, -2.144451, 1.004240], [-1.061722, -3.734687, 1.909383], [0.103050, -4.678237, 2.791053], [-0.682011, -5.460934, 1.418536], [2.905000, -4.622243, 0.519610], [2.251039, -5.357823, 2.003906], [1.729038, -5.846424, 0.416962], [-0.133972, 2.282066, -1.849182], [0.620142, 1.454452, -2.396251], [-0.261228, 3.540096, -2.240818], [0.511156, 4.146605, -3.333002], [-1.303956, 4.399532, -1.718258], [-0.699019, 2.069555, -0.928450], [0.930215, 3.411224, -4.012613], [1.050861, 5.073643, -3.152025], [-0.297170, 4.555066, -3.956820], [-1.711124, 4.172997, -0.732677], [-1.015452, 5.447414, -1.638493], [-2.073770, 4.361894, -2.495119]],
  "forces_ev_per_a": [[0.74, 0.09, 0.24], [0.85, 0.05, 0.03], [0.57, 0.52, 0.16], [0.96, 0.23, -0.14], [2.01, 0.38, -0.07], [0.83, 1.39, 0.65], [-0.23, -1.14, 2.08], [-1.62, 0.94, -0.38], [-0.51, -0.96, -1.06], [-1.41, 0.19, -0.90], [0.81, 0.57, -0.46], [-1.94, -0.33, 0.08], [-1.13, 0.21, -0.07], [0.86, 0.72, -0.57], [0.10, -0.81, -0.83], [0.35, 0.09, 0.13], [-0.29, 0.39, -0.04], [0.35, 0.04, 0.63], [-0.38, -0.56, 0.17], [-0.16, 0.82, 0.37], [0.20, -0.28, 0.01], [-0.02, -0.19, 0.68], [0.24, -1.58, 1.00], [-0.69, -0.34, -0.50], [-0.07, -0.09, -2.38], [1.57, 0.65, 1.61], [0.25, -0.59, 0.33], [-0.03, 0.31, -0.33], [-0.05, 0.07, -0.30], [-1.04, -0.60, 0.39], [0.17, 0.12, -0.47], [-0.20, 0.73, 0.28], [0.21, 0.04, -0.01], [-0.63, 0.14, 0.01], [0.21, 1.27, -0.03], [-0.70, -1.83, -0.33], [1.25, -0.09, 0.94], [-2.24, 0.12, -1.75], [-0.75, 0.60, -0.38], [-0.19, -0.20, -0.16], [0.74, -0.02, 0.62], [0.67, -0.60, 0.87], [0.03, 0.05, -0.24], [0.23, -0.63, -0.07], [0.47, -0.13, -0.17], [-0.40, 0.26, 0.36]],
  "multiplicity": 1,
  "charge": 4,
  "lumo_energy_ev": -15.6
}


(2)
{
  "formula": "H4NO2SSi",
  "method": "ωB97M-V with the def2-TZVPD basis set",
  "elements": ["N", "O", "O", "Si", "S", "H", "H", "H", "H"],
  "positions_angstrom": [[-1.386533, 0.892814, -1.070112], [-0.220577, -0.988446, 0.559943], [-2.253390, 0.628999, 1.255250], [1.282011, -0.646810, 0.108505], [-1.847165, -0.114480, 0.042371], [-1.188032, 1.956806, -0.948058], [2.126467, -1.573848, 1.005603], [1.435280, -0.813320, -1.325368], [2.051941, 0.658284, 0.371866]],
  "forces_ev_per_a": [[0.07, 0.57, -0.29], [-0.63, 0.53, 0.48], [0.08, -0.90, 0.20], [0.73, 0.02, 1.12], [0.88, 2.92, -0.81], [-0.56, -2.78, 0.69], [-0.16, 0.20, -0.78], [0.36, -0.31, -0.61], [-0.75, -0.24, 0.00]],
  "multiplicity": 1,
  "charge": -1,
  "lumo_energy_ev": 4.0
}


(3)
{
  "formula": "C21H15F2N3O2OsS2",
  "method": "ωB97M-V with the def2-TZVPD basis set",
  "elements": ["Os", "F", "C", "C", "C", "C", "C", "F", "C", "C", "C", "C", "C", "C", "N", "H", "H", "H", "H", "H", "H", "O", "C", "C", "C", "C", "C", "C", "C", "O", "N", "N", "C", "S", "C", "C", "S", "H", "H", "H", "H", "H", "H", "H", "H", "H"],
  "positions_angstrom": [[0.448666, 0.597507, 0.118554], [5.732344, -0.508921, -0.544870], [4.779422, 0.412422, -0.358139], [3.454097, 0.017954, -0.377959], [2.442227, 0.937448, -0.195758], [2.788767, 2.287953, 0.012041], [4.133071, 2.603631, 0.146118], [4.480624, 3.848962, 0.471213], [5.144165, 1.692565, -0.028230], [1.708784, 3.252930, 0.055076], [1.796196, 4.621860, 0.050332], [0.630028, 5.380862, 0.028136], [-0.626630, 4.767610, 0.055862], [-0.661122, 3.390520, 0.037031], [0.465663, 2.655366, 0.050683], [3.313837, -1.070162, -0.391763], [6.173818, 2.008735, 0.045884], [2.757803, 5.102844, 0.010179], [0.719587, 6.483693, 0.015945], [-1.542971, 5.359279, 0.009381], [-1.579310, 2.829894, 0.015588], [-4.127172, 1.246088, -0.122737], [-4.444793, -0.036816, -0.066614], [-5.804680, -0.389944, -0.049085], [-6.213032, -1.699131, -0.002551], [-5.284440, -2.732530, 0.019322], [-3.944186, -2.410278, 0.015792], [-3.488393, -1.094673, -0.013656], [-2.046401, -0.801451, 0.013049], [-1.606751, 0.435045, 0.006676], [-1.244259, -1.837354, 0.105049], [0.130479, -1.440055, 0.209536], [0.829819, -2.522001, 0.251705], [2.475895, -2.665983, 0.774139], [2.785887, -4.261769, 0.101563], [1.493184, -5.086772, -0.023396], [0.051418, -4.015585, -0.186843], [-3.187702, 1.338773, -0.022196], [-6.503604, 0.428977, -0.027984], [-7.272208, -1.909096, 0.022069], [-5.588022, -3.762094, 0.042849], [-3.197428, -3.190606, 0.038834], [3.589268, -4.791848, 0.617954], [3.146127, -4.056709, -0.853226], [1.317507, -5.701730, 0.807878], [1.574436, -5.715432, -0.883429]],
  "forces_ev_per_a": [[0.60, 0.24, -0.23], [-0.28, 0.20, 0.00], [0.19, -0.21, 0.32], [0.52, -0.99, -0.16], [-0.53, -0.32, 0.41], [0.46, 0.13, -0.09], [-0.35, 0.40, 0.04], [0.11, 0.18, -0.02], [0.46, 0.14, -0.31], [-0.93, -0.59, 0.13], [-0.26, 0.66, -0.21], [-0.02, 0.59, 0.27], [0.11, 0.26, -0.38], [0.31, 0.35, 0.13], [0.45, -0.11, 0.06], [-0.13, 1.08, -0.65], [0.08, -0.06, 0.06], [0.02, 0.04, 0.08], [-0.16, -0.80, -0.04], [0.32, -0.29, 0.12], [-0.09, 0.05, 0.02], [-2.00, -1.42, 0.10], [0.15, 0.77, -0.04], [-1.01, -0.08, 0.08], [-0.85, 1.42, -0.05], [0.40, -0.11, -0.04], [1.26, 0.37, -0.01], [0.65, -0.71, -0.05], [1.18, -1.45, 0.30], [-0.92, 0.16, -0.02], [-0.34, 1.96, -0.26], [-1.73, 1.22, 0.19], [1.49, -2.66, -0.07], [-0.89, 0.64, 1.22], [-0.72, -1.22, 0.31], [0.63, 1.04, -0.06], [0.26, 0.15, -0.20], [1.82, 0.05, -0.02], [-0.27, 0.05, -0.10], [-0.05, -0.04, 0.01], [-0.14, -0.25, 0.01], [0.00, -0.02, 0.02], [-0.27, 0.20, 0.35], [0.70, 0.12, -1.81], [-0.11, -0.81, 1.27], [-0.11, -0.34, -0.65]],
  "s_squared": 6.061,
  "multiplicity": 5,
  "charge": 2,
  "lumo_energy_ev": [-6.4, -9.8]
}


(4)
{
  "formula": "C5H11ClIrNSeY",
  "method": "ωB97M-V with the def2-TZVPD basis set",
  "elements": ["Y", "Cl", "C", "C", "H", "H", "H", "H", "H", "H", "Ir", "C", "C", "H", "H", "H", "H", "H", "Se", "C", "N"],
  "positions_angstrom": [[0.264659, -0.282619, -1.178889], [1.040613, 2.043924, -1.452127], [-0.957907, 0.032637, -3.174468], [2.122453, -0.656662, -2.587506], [-0.620351, -0.643586, -3.979678], [-1.973204, -0.269545, -2.822225], [-1.017099, 1.042276, -3.599240], [1.870850, -1.211993, -3.506995], [2.739667, -1.296143, -1.909147], [2.719154, 0.218608, -2.877475], [-0.135366, 0.030888, 1.861031], [-1.774953, 0.937942, 1.295827], [-0.696362, -1.730215, 2.061864], [-2.293688, 0.468813, 0.468846], [-2.381022, 0.863891, 2.202011], [-1.561775, 1.984216, 1.100417], [-0.046429, -2.469725, 2.582107], [-1.798894, -1.868326, 2.068331], [2.287348, 1.370013, 5.769730], [1.394880, 0.863767, 4.340299], [0.817418, 0.571845, 3.337293]],
  "forces_ev_per_a": [[0.86, 0.98, -1.27], [-0.12, 0.72, 0.63], [-0.60, -0.52, 0.37], [0.17, -0.82, 0.48], [-0.29, 0.04, 0.29], [-0.02, 0.07, -0.59], [0.00, -0.16, 0.29], [0.17, -0.10, 0.33], [0.19, 0.03, -0.56], [-0.25, -0.22, 0.25], [0.55, 0.84, -1.91], [-1.53, 1.69, -0.52], [-0.64, -3.79, 0.70], [-0.36, -0.02, -0.35], [-0.31, 0.03, -0.06], [-0.37, 0.27, -0.23], [-0.91, 0.16, -0.35], [0.71, -0.49, -0.27], [-0.09, -0.08, 0.04], [-0.49, -0.22, -1.14], [3.32, 1.59, 3.88]],
  "s_squared": 6.025,
  "multiplicity": 5,
  "charge": -1,
  "lumo_energy_ev": [2.5, 1.1]
}


What is the multiplicity in the first record?
1


Look up the multiplicity of the second one.
1